(1)
ORCA calculation (ωB97M-V with the def2-TZVPD basis set) on the ion C7H11N with charge +1 in a non-equilibrium geometry.

Properties
Gap between HOMO and LUMO (spin up / spin down) = 0.268 / 0.152 Eh
DFT total energy = -327.66111 a.u.
⟨S²⟩ = 0.783
Relative energy (zero: lowest compared OMol25 entry of this formula, charge and spin) = 88.8 kcal/mol
HOMO (spin up / spin down) = -12.23 / -12.09 eV

```
! wB97M-V def2-TZVPD RIJCOSX def2/J DEFGRID3
* xyz 1 2
C -3.221 1.078 1.731
C -2.162 0.543 1.143
N -1.010 -0.059 1.730
C 0.211 0.437 1.086
C 2.613 -1.556 -2.516
C 1.698 -0.579 -2.253
C 1.566 -0.003 -0.949
C 0.365 -0.068 -0.287
H -3.300 1.278 2.791
H -3.991 1.448 1.074
H -2.168 0.394 0.066
H -0.957 0.129 2.725
H 0.236 1.539 1.099
H 1.078 0.189 1.699
H 3.510 -1.592 -1.904
H 2.475 -2.495 -3.033
H 0.973 -0.286 -2.999
H 2.511 0.297 -0.518
H -0.426 -0.695 -0.686
*
```

---

(2)
ORCA calculation (ωB97M-V with the def2-TZVPD basis set) on the ion C7H11N2 with charge +1 in a non-equilibrium geometry.

Properties
Gap between HOMO and LUMO = 0.339 Eh
DFT total energy = -382.45657 a.u.
SMILES = C=C1CN2[C@H]1CC=[N+]2C
Relative energy (zero: lowest compared OMol25 entry of this formula, charge and spin) = 104.8 kcal/mol
HOMO = -13.59 eV

```
! wB97M-V def2-TZVPD RIJCOSX def2/J DEFGRID3
* xyz 1 1
C 0.339 -2.901 0.035
C 0.547 -1.613 -0.070
C 0.583 -0.698 -1.235
N 0.968 0.387 -0.339
C 0.898 -0.511 0.852
C -0.275 -0.054 1.782
C -0.710 1.056 0.989
N -0.070 1.316 -0.068
C -0.417 2.410 -0.916
H 0.260 -3.535 0.893
H 0.353 -3.540 -0.865
H -0.428 -0.549 -1.698
H 1.278 -0.810 -1.937
H 1.808 -0.503 1.302
H -1.118 -0.719 2.039
H 0.247 0.234 2.792
H -1.348 1.879 1.387
H -1.542 2.549 -1.282
H -0.072 3.308 -0.384
H 0.208 2.295 -1.824
*
```

---

(3)
ORCA calculation (ωB97M-V with the def2-TZVPD basis set) on a cluster of 2 separate species, C7H11N2O2 in total in a non-equilibrium geometry.

Properties
Gap between HOMO and LUMO = 0.236 Eh
DFT total energy = -533.37356 a.u.
Relative energy (zero: lowest compared OMol25 entry of this formula, charge and spin) = 26.0 kcal/mol
HOMO = -3.59 eV

```
! wB97M-V def2-TZVPD RIJCOSX def2/J DEFGRID3
* xyz -1 1
C 1.711 1.910 -0.398
C 2.684 1.493 -1.543
O 2.416 1.897 -2.693
O 3.661 0.812 -1.153
H 2.149 2.821 0.031
H 1.718 1.160 0.388
H 0.691 2.136 -0.696
C -2.139 0.348 -0.160
C -3.259 -0.266 -0.998
C -1.526 -0.636 0.784
C -1.696 -1.985 0.939
C -0.036 -1.274 2.196
N -0.482 -0.217 1.574
N -0.742 -2.384 1.835
H -1.324 0.659 -0.825
H -2.419 1.256 0.373
H -3.984 -0.799 -0.371
H -2.290 -2.667 0.343
H 0.934 -1.399 2.657
H -0.469 -3.331 2.057
H -2.797 -0.962 -1.691
H -3.839 0.459 -1.573
*
```

---

(4)
ORCA calculation (ωB97M-V with the def2-TZVPD basis set) on a cluster of 2 separate species, C7H11N2O2 in total in a non-equilibrium geometry.

Properties
Gap between HOMO and LUMO = 0.294 Eh
DFT total energy = -533.38824 a.u.
Relative energy (zero: lowest compared OMol25 entry of this formula, charge and spin) = 16.8 kcal/mol
HOMO = -4.58 eV

```
! wB97M-V def2-TZVPD RIJCOSX def2/J DEFGRID3
* xyz -1 1
C 1.222 -0.019 -3.804
C -0.120 -0.069 -1.497
C 0.710 0.449 -2.491
C 0.533 1.946 -0.907
N -0.204 0.844 -0.513
N 1.076 1.697 -2.051
H -0.730 -0.953 -1.420
H -0.777 0.780 0.320
H 2.315 -0.068 -3.840
H 0.899 0.608 -4.628
H 0.638 2.836 -0.322
H 0.894 -1.058 -3.920
C -1.057 -0.990 2.132
C 0.379 -1.301 2.688
C -1.567 0.445 2.598
O -0.996 0.907 3.592
O -2.398 0.936 1.795
H -1.089 -1.024 1.045
H -1.607 -1.871 2.481
H 0.768 -0.363 3.085
H 0.893 -1.950 1.992
H 0.218 -1.784 3.663
*
```

---

(5)
ORCA calculation (ωB97M-V with the def2-TZVPD basis set) on the ion C7H11N2O2 with charge +1 in a non-equilibrium geometry.

Properties
Gap between HOMO and LUMO = 0.308 Eh
DFT total energy = -532.91063 a.u.
SMILES = CN[C@@H]1[C@@H]2C(=O)C(=O)[C@]12[NH2+]C
Relative energy (zero: lowest compared OMol25 entry of this formula, charge and spin) = 90.2 kcal/mol
HOMO = -12.72 eV

```
! wB97M-V def2-TZVPD RIJCOSX def2/J DEFGRID3
* xyz 1 1
C -2.251 0.754 1.158
N -0.970 1.221 1.381
C 0.201 0.567 1.263
C 1.576 1.114 1.406
C 1.602 2.546 0.785
O 1.632 3.698 1.177
C 1.166 1.974 -0.584
O 0.810 2.463 -1.630
C 1.330 0.608 -0.096
N 1.739 -0.547 -0.893
C 0.703 -0.881 -1.933
H -3.003 1.372 1.691
H -2.454 0.809 0.116
H -2.373 -0.292 1.445
H -0.972 2.179 1.426
H 0.025 -0.451 1.520
H 2.345 0.933 2.116
H 2.647 -0.385 -1.522
H 2.188 -1.161 -0.313
H -0.268 -1.085 -1.378
H 0.712 0.082 -2.582
H 0.901 -1.785 -2.592
*
```

---

(6)
ORCA calculation (ωB97M-V with the def2-TZVPD basis set) on a cluster of 2 separate species, C7H11N2OS2 in total in a non-equilibrium geometry.

Properties
Gap between HOMO and LUMO (spin up / spin down) = 0.206 / 0.206 Eh
DFT total energy = -1254.13641 a.u.
Relative energy (zero: lowest compared OMol25 entry of this formula, charge and spin) = 75.5 kcal/mol
HOMO (spin up / spin down) = -2.60 / -2.59 eV

```
! wB97M-V def2-TZVPD RIJCOSX def2/J DEFGRID3
* xyz -1 1
C 0.625 3.429 1.037
C -0.147 3.209 2.104
C -0.016 1.384 0.505
C 1.232 -0.706 -0.900
C -1.013 -1.060 0.934
C 1.376 -1.790 -1.881
C -0.408 -2.450 1.206
N 0.641 2.407 0.160
N -1.922 0.841 -1.545
O -1.563 1.601 -2.448
S -0.868 1.638 2.026
S -0.360 -0.134 -0.427
H 1.116 4.350 0.843
H -0.536 3.839 2.911
H 1.882 0.073 -1.148
H -2.090 -1.116 0.910
H 1.427 -1.569 -2.934
H 2.451 -2.165 -1.669
H 0.638 -2.664 -1.574
H -0.411 -2.758 2.310
H -0.740 -3.323 0.623
H 0.721 -2.282 1.063
H -2.036 -0.755 -2.108
*
```

---

(7)
ORCA calculation (ωB97M-V with the def2-TZVPD basis set) on a cluster of 2 separate species, C7H11N2OSi in total in a non-equilibrium geometry.

Properties
Gap between HOMO and LUMO = 0.234 Eh
DFT total energy = -747.30680 a.u.
Relative energy (zero: lowest compared OMol25 entry of this formula, charge and spin) = 77.2 kcal/mol
HOMO = -2.71 eV

```
! wB97M-V def2-TZVPD RIJCOSX def2/J DEFGRID3
* xyz -1 1
C -3.854 -1.389 0.300
C -2.790 -0.870 0.035
C 1.989 0.927 0.170
C 1.750 -0.085 -0.750
C -1.542 1.191 -0.685
C -0.490 -0.514 0.678
C -1.574 -0.255 -0.415
N 1.249 1.784 0.826
N 0.539 -1.412 0.142
O 1.194 -1.890 1.078
Si 3.511 -0.228 -0.124
H -4.750 -1.778 0.585
H 1.150 -0.102 -1.622
H -1.314 1.340 -1.759
H -2.557 1.615 -0.604
H -0.801 1.698 -0.006
H 0.107 0.406 0.830
H -0.812 -0.855 1.596
H -1.311 -0.740 -1.307
H 1.770 2.268 1.531
H 4.455 0.296 -1.099
H 4.079 -1.410 0.600
*
```

---

(8)
ORCA calculation (ωB97M-V with the def2-TZVPD basis set) on the molecule C7H11N3O2 in a non-equilibrium geometry.

Properties
Gap between HOMO and LUMO = 0.404 Eh
DFT total energy = -587.95842 a.u.
SMILES = CCOC(=O)[C@@]1(CC#N)NN1C
Relative energy (zero: lowest compared OMol25 entry of this formula, charge and spin) = 85.2 kcal/mol
HOMO = -10.32 eV

```
! wB97M-V def2-TZVPD RIJCOSX def2/J DEFGRID3
* xyz 0 1
C 2.934 -0.209 1.237
C 1.988 -1.272 0.744
O 0.676 -0.813 0.502
C 0.287 -0.122 -0.605
O 0.937 -0.127 -1.606
C -1.097 0.471 -0.385
C -1.579 0.313 1.091
C -0.627 0.529 2.163
N 0.144 0.611 3.008
N -1.394 1.677 -1.091
N -2.276 0.515 -1.357
C -1.961 -0.050 -2.642
H 2.467 0.485 1.899
H 3.801 -0.662 1.805
H 3.406 0.581 0.482
H 1.818 -1.885 1.641
H 2.410 -1.877 -0.063
H -1.935 -0.707 1.019
H -2.354 1.027 1.331
H -1.767 2.388 -0.362
H -2.916 0.046 -3.342
H -1.052 0.253 -3.126
H -1.911 -1.169 -2.344
*
```